3 unconnected molecules or ions with the total composition C24H33FINO10S in a non-equilibrium geometry. Source: the OMol25 dataset; level of theory: wB97M-V/def2-TZVPD.

Atoms and positions in Å:
C  -1.569  -1.323  0.314
C  -2.213  0.040  0.000
C  -1.173  1.152  -0.071
C  -0.351  1.074  -1.356
C  0.948  1.873  -1.312
C  0.772  3.385  -1.102
C  0.889  3.889  0.342
C  2.174  3.513  1.094
C  3.314  4.536  0.986
C  4.083  4.561  -0.338
C  5.135  3.463  -0.515
C  4.567  2.152  -1.056
N  5.338  0.954  -0.566
I  5.001  -0.628  -1.913
S  4.819  0.445  0.931
O  5.653  -0.620  1.361
O  4.610  1.561  1.781
F  3.403  -0.162  0.656
H  -0.531  -1.208  0.624
H  -2.128  -1.825  1.097
H  -1.575  -1.982  -0.553
H  -2.738  -0.021  -0.956
H  -2.978  0.267  0.741
H  -1.647  2.133  0.005
H  -0.503  1.078  0.790
H  -0.088  0.030  -1.546
H  -0.979  1.396  -2.191
H  1.462  1.732  -2.266
H  1.574  1.419  -0.543
H  -0.239  3.631  -1.443
H  1.433  3.949  -1.758
H  0.039  3.528  0.917
H  0.830  4.979  0.323
H  1.923  3.463  2.155
H  2.525  2.516  0.842
H  4.032  4.350  1.783
H  2.856  5.516  1.130
H  4.634  5.504  -0.368
H  3.410  4.597  -1.196
H  5.664  3.316  0.425
H  5.880  3.811  -1.230
H  3.499  2.051  -0.865
H  4.673  2.147  -2.137
C  -7.985  -1.135  1.513
C  -6.763  -1.676  1.429
C  -5.844  -1.399  0.268
O  -4.745  -1.921  0.286
C  -6.314  -0.533  -0.797
C  -7.537  0.006  -0.714
C  -8.449  -0.254  0.457
O  -9.535  0.293  0.450
O  -8.047  0.807  -1.639
O  -6.259  -2.490  2.346
H  -8.651  -1.326  2.343
H  -5.651  -0.351  -1.632
H  -8.938  1.052  -1.323
H  -5.364  -2.725  2.036
C  2.439  -4.338  0.904
C  3.067  -5.052  -0.040
C  2.351  -6.086  -0.870
O  3.002  -6.671  -1.716
C  0.942  -6.323  -0.619
C  0.314  -5.610  0.326
C  1.025  -4.563  1.144
O  0.365  -3.955  1.965
O  -0.970  -5.756  0.621
O  4.353  -4.913  -0.327
H  2.944  -3.592  1.502
H  0.440  -7.074  -1.212
H  -1.158  -5.110  1.329
H  4.540  -5.549  -1.045

Values from the calculation:
Electronic energy (eV): -69039.8831
Kohn-Sham gap (eV): 8.144
Largest force on an atom (eV/A): 1.7
HOMO (eV): -9.696

A molecular structure, C24H33GeN2O2S4SbW in a non-equilibrium geometry. Source: the OMol25 dataset; level of theory: wB97M-V/def2-TZVPD.

Atoms and positions in Å:
W  0.081  0.275  0.090
O  -1.730  -0.659  -0.076
C  -2.554  -1.272  0.735
C  -3.818  -1.649  0.255
C  -4.693  -2.340  1.061
C  -4.360  -2.685  2.377
C  -3.132  -2.310  2.863
C  -2.218  -1.601  2.066
C  -0.967  -1.216  2.663
N  -0.027  -0.536  2.113
C  1.061  -0.040  2.951
C  2.310  -0.027  2.108
N  1.945  0.314  0.730
C  3.165  0.472  -0.067
C  3.109  -0.091  -1.455
C  4.245  -0.637  -2.043
C  4.247  -1.003  -3.379
C  3.108  -0.792  -4.148
C  1.967  -0.259  -3.574
C  1.964  0.052  -2.220
O  0.850  0.576  -1.657
H  -4.076  -1.380  -0.760
H  -5.662  -2.620  0.666
H  -5.058  -3.227  2.998
H  -2.847  -2.553  3.880
H  -0.824  -1.502  3.705
H  1.169  -0.629  3.863
H  0.810  0.987  3.230
H  2.800  -1.005  2.112
H  3.026  0.711  2.479
H  3.971  -0.042  0.460
H  5.143  -0.749  -1.446
H  5.137  -1.427  -3.821
H  3.107  -1.045  -5.200
H  1.065  -0.097  -4.148
S  2.205  5.418  -0.738
Sb  1.692  3.466  0.175
S  -1.238  1.878  1.299
S  -1.154  2.220  -0.703
S  3.766  2.223  -0.164
C  1.068  -4.462  2.730
C  2.177  -5.063  1.870
C  2.062  -4.696  0.391
C  2.190  -3.178  0.140
Ge  0.474  -2.357  -0.389
C  0.169  -2.835  -2.276
C  -0.192  -4.296  -2.567
C  -1.446  -4.815  -1.867
C  -2.673  -3.948  -2.125
H  1.176  -4.756  3.775
H  0.086  -4.791  2.383
H  1.078  -3.369  2.687
H  2.153  -6.151  1.973
H  3.152  -4.736  2.246
H  1.104  -5.079  0.023
H  2.833  -5.229  -0.169
H  2.912  -2.958  -0.649
H  2.568  -2.705  1.048
H  -0.579  -3.074  0.484
H  1.101  -2.591  -2.786
H  -0.590  -2.160  -2.680
H  0.655  -4.938  -2.306
H  -0.328  -4.404  -3.649
H  -1.270  -4.879  -0.789
H  -1.641  -5.835  -2.208
H  -2.542  -2.948  -1.709
H  -3.566  -4.380  -1.670
H  -2.856  -3.843  -3.197

Values from the calculation:
Electronic energy (eV): -140721.3872
Kohn-Sham gap (eV): 6.557
Largest force on an atom (eV/A): 1.1
ΔE to the lowest compared entry with this formula, charge and spin (kcal per mole): 0.0
HOMO (eV): -7.856

A molecular structure, C24H33GeN8O5RhS2Se. Source: the OMol25 dataset; level of theory: wB97M-V/def2-TZVPD.

Atoms and positions in Å:
Rh  -0.138  2.527  0.873
C  -0.468  8.097  2.421
C  -1.226  7.809  1.133
N  -1.775  6.458  1.061
C  -1.043  5.343  0.982
S  -1.975  3.839  0.794
N  0.266  5.437  1.036
N  0.882  4.227  0.920
C  2.161  4.118  1.038
C  3.061  5.271  1.312
C  2.689  2.750  0.791
C  4.033  2.436  0.794
C  4.425  1.151  0.426
C  3.468  0.231  0.044
C  2.132  0.603  0.087
N  1.762  1.819  0.462
H  -0.302  9.171  2.509
H  0.494  7.593  2.439
H  -1.047  7.771  3.285
H  -0.595  7.986  0.259
H  -2.081  8.480  1.061
H  -2.763  6.351  0.908
H  2.488  6.091  1.735
H  3.530  5.619  0.388
H  3.851  4.984  2.004
H  4.767  3.180  1.064
H  5.473  0.885  0.429
H  3.732  -0.768  -0.272
H  1.340  -0.096  -0.161
O  -2.956  -3.946  -3.516
S  -3.923  -4.874  -2.962
O  -5.215  -4.889  -3.614
O  -3.380  -6.167  -2.597
C  -4.302  -4.154  -1.331
N  -5.092  -4.835  -0.493
C  -5.263  -4.320  0.711
C  -4.642  -3.146  1.136
C  -3.864  -2.514  0.185
N  -3.717  -3.005  -1.040
C  -3.025  -1.312  0.435
C  -2.698  -0.850  1.704
C  -1.806  0.193  1.841
N  -1.264  0.804  0.784
C  -1.613  0.394  -0.446
C  -2.462  -0.662  -0.663
H  -5.906  -4.875  1.387
H  -4.781  -2.770  2.139
H  -3.089  -1.320  2.596
H  -1.518  0.558  2.816
H  -1.156  0.918  -1.279
H  -2.689  -1.012  -1.661
O  0.153  2.470  2.816
N  0.825  1.554  3.480
O  1.254  0.626  2.878
C  3.711  -2.616  -2.550
Ge  2.314  -3.901  -2.040
C  2.967  -5.725  -2.293
C  0.734  -3.572  -3.130
C  1.986  -3.616  -0.106
Se  0.367  -2.626  0.343
C  -0.917  -3.988  -0.199
H  4.073  -2.829  -3.556
H  4.564  -2.665  -1.869
H  3.317  -1.598  -2.550
H  3.259  -5.883  -3.331
H  2.182  -6.441  -2.048
H  3.830  -5.929  -1.658
H  1.032  -3.467  -4.174
H  0.234  -2.653  -2.823
H  0.015  -4.388  -3.069
H  2.807  -3.022  0.302
H  1.973  -4.551  0.454
H  -0.421  -4.955  -0.143
H  -1.302  -3.816  -1.200
H  -1.735  -3.984  0.516

Values from the calculation:
Electronic energy (eV): -194119.4084
Kohn-Sham gap (eV): 4.822
Largest force on an atom (eV/A): 0.5
ΔE to the lowest compared entry with this formula, charge and spin (kcal per mole): 0.4
HOMO (eV): -7.452

C24H33N3O4 in the gas phase. Source: the OMol25 dataset; level of theory: wB97M-V/def2-TZVPD.

Atoms and positions in Å:
C  -0.729  -1.819  -3.911
C  -0.841  -0.330  -3.597
O  -1.568  -0.069  -2.404
C  -2.970  -0.097  -2.539
O  -3.432  0.908  -3.397
C  -3.123  2.252  -3.038
C  -4.324  2.995  -2.463
H  -4.624  2.585  -1.503
H  -4.070  4.044  -2.332
H  -5.163  2.918  -3.150
H  -2.281  2.264  -2.338
H  -2.807  2.741  -3.966
C  -3.583  -0.051  -1.133
C  -3.229  -1.288  -0.303
N  -1.848  -1.272  0.115
C  -1.505  -0.963  1.394
O  -2.316  -0.886  2.294
C  -0.036  -0.795  1.584
C  0.833  -1.699  1.053
N  2.182  -1.628  1.215
C  2.825  -0.613  1.917
O  4.050  -0.603  2.005
C  1.917  0.346  2.480
C  0.525  0.271  2.338
C  -0.014  1.404  3.019
C  -1.303  1.887  3.242
C  -1.454  3.051  3.961
C  -0.349  3.743  4.466
C  0.935  3.285  4.270
C  1.099  2.110  3.543
N  2.251  1.456  3.208
C  3.575  1.877  3.575
H  4.289  1.165  3.165
H  3.781  2.872  3.174
H  3.676  1.907  4.662
H  1.785  3.818  4.669
H  -0.509  4.652  5.027
H  -2.444  3.440  4.146
H  -2.158  1.342  2.877
C  3.035  -2.630  0.606
H  2.468  -3.555  0.487
H  3.870  -2.801  1.290
C  3.596  -2.169  -0.748
C  2.480  -1.964  -1.768
H  1.950  -2.899  -1.941
H  2.894  -1.628  -2.716
H  1.769  -1.215  -1.425
C  4.604  -3.197  -1.253
H  4.125  -4.164  -1.396
H  5.417  -3.316  -0.542
H  5.025  -2.878  -2.204
H  4.112  -1.219  -0.585
H  0.477  -2.554  0.498
H  -1.186  -1.095  -0.627
H  -3.423  -2.198  -0.882
H  -3.832  -1.308  0.608
H  -3.220  0.835  -0.611
H  -4.665  0.018  -1.249
H  -3.292  -1.024  -3.042
H  -1.308  0.202  -4.434
H  0.151  0.092  -3.417
H  -0.071  -1.958  -4.764
H  -0.318  -2.353  -3.058
H  -1.701  -2.242  -4.153

Values from the calculation:
Electronic energy (eV): -38085.5875
Kohn-Sham gap (eV): 8.176
Largest force on an atom (eV/A): 0.8
ΔE to the lowest compared entry with this formula, charge and spin (kcal per mole): 1.9
HOMO (eV): -7.510